Entry 1:
{"formula": "C24H27I2N6O3S", "method": "ωB97M-V/def2-TZVPD", "orbital_gap_ha": 0.3065, "total_charge": 1, "smiles": "CCOC(=O)CCCn1c(N(N=C=S)c2ccccn2)nc([C@H](I)[C@@H](C)I)[n+]1COc1ccccc1", "species": ["C", "C", "O", "C", "O", "C", "C", "C", "N", "C", "N", "N", "C", "S", "C", "C", "C", "C", "C", "N", "N", "C", "C", "I", "C", "C", "I", "N", "C", "O", "C", "C", "C", "C", "C", "C", "H", "H", "H", "H", "H", "H", "H", "H", "H", "H", "H", "H", "H", "H", "H", "H", "H", "H", "H", "H", "H", "H", "H", "H", "H", "H", "H"], "coordinates": [[0.286, 3.121, 3.207], [-0.690, 3.842, 2.298], [-2.028, 3.360, 2.501], [-2.361, 2.260, 1.788], [-2.597, 1.216, 2.329], [-2.489, 2.416, 0.287], [-2.029, 1.153, -0.430], [-0.657, 0.690, 0.070], [0.048, -0.148, -0.875], [0.949, 0.096, -1.843], [1.440, 1.294, -2.171], [2.416, 1.327, -3.210], [3.585, 1.233, -2.820], [5.022, 1.046, -2.308], [1.096, 2.574, -1.618], [0.001, 3.242, -2.135], [-0.276, 4.506, -1.624], [0.569, 4.996, -0.643], [1.627, 4.226, -0.178], [1.895, 3.013, -0.661], [1.320, -1.029, -2.462], [0.620, -1.998, -1.887], [0.729, -3.417, -2.327], [2.142, -4.477, -1.124], [1.113, -3.455, -3.825], [2.594, -3.418, -4.168], [0.199, -5.191, -4.696], [-0.163, -1.519, -0.916], [-1.071, -2.284, -0.056], [-0.348, -3.247, 0.633], [-0.592, -3.361, 2.003], [-0.545, -2.273, 2.863], [-0.763, -2.482, 4.216], [-1.007, -3.754, 4.717], [-1.052, -4.834, 3.844], [-0.842, -4.634, 2.485], [0.140, 2.045, 3.107], [0.109, 3.386, 4.244], [1.308, 3.363, 2.920], [-0.389, 3.708, 1.255], [-0.690, 4.914, 2.476], [-3.549, 2.590, 0.098], [-1.974, 3.319, -0.036], [-1.991, 1.343, -1.501], [-2.776, 0.385, -0.241], [-0.827, 0.116, 0.975], [-0.044, 1.537, 0.371], [-0.604, 2.797, -2.911], [-1.114, 5.082, -1.984], [0.407, 5.980, -0.226], [2.278, 4.619, 0.590], [-0.247, -3.887, -2.246], [0.643, -2.614, -4.325], [3.138, -2.740, -3.514], [3.039, -4.408, -4.156], [2.714, -3.042, -5.182], [-1.644, -1.628, 0.591], [-1.777, -2.788, -0.719], [-0.337, -1.287, 2.471], [-0.714, -1.654, 4.909], [-1.156, -3.910, 5.774], [-1.222, -5.841, 4.192], [-0.866, -5.471, 1.802]]}

=====

Entry 2:
{"formula": "C4H11NO", "method": "ωB97M-V/def2-TZVPD", "e_above_lowest_kcal_mol": 66.6, "orbital_gap_ha": 0.3085, "smiles": "CC(C)=CN.O", "species": ["C", "C", "C", "C", "N", "H", "H", "H", "H", "H", "H", "H", "H", "H", "O", "H", "H"], "coordinates": [[-2.769, 0.120, 0.696], [-1.310, -0.271, 0.827], [-1.077, -1.669, 1.347], [-0.221, 0.296, 0.306], [-0.333, 0.816, -1.058], [-3.428, -0.647, 0.381], [-3.203, 0.392, 1.691], [-2.976, 1.020, 0.160], [-1.796, -1.812, 2.218], [-1.306, -2.518, 0.670], [-0.077, -1.824, 1.763], [0.794, -0.220, 0.645], [-1.125, 1.342, -0.998], [0.369, 1.274, -1.626], [5.802, 1.445, -2.532], [6.239, 0.581, -2.682], [6.417, 1.675, -1.808]]}

=====

Entry 3:
{"formula": "C5H9Cl", "method": "ωB97M-V/def2-TZVPD", "e_above_lowest_kcal_mol": 30.1, "orbital_gap_ha": 0.3870, "smiles": "CCC1(Cl)CC1", "species": ["C", "C", "C", "Cl", "C", "C", "H", "H", "H", "H", "H", "H", "H", "H", "H"], "coordinates": [[-2.132, 0.265, 0.155], [-0.758, -0.366, -0.245], [0.485, 0.409, -0.044], [0.331, 2.184, -0.004], [1.559, -0.297, 0.795], [1.743, -0.071, -0.614], [-2.934, -0.364, -0.348], [-2.229, 0.421, 1.238], [-2.065, 1.266, -0.316], [-0.603, -1.410, 0.185], [-0.864, -0.650, -1.342], [2.060, 0.346, 1.562], [1.151, -1.243, 1.116], [2.581, 0.482, -0.940], [1.675, -0.971, -1.198]]}

=====

Entry 4:
{"formula": "CH5FN2", "method": "ωB97M-V/def2-TZVPD", "e_above_lowest_kcal_mol": 84.6, "orbital_gap_ha": 0.3889, "smiles": "CN(N)F", "species": ["C", "N", "N", "F", "H", "H", "H", "H", "H"], "coordinates": [[0.699, -0.844, -0.244], [-0.527, -0.324, 0.239], [-0.364, 1.345, 0.543], [-1.381, -0.522, -0.809], [1.453, -0.587, 0.566], [0.619, -1.984, -0.299], [1.096, -0.376, -1.176], [-0.816, 1.614, -0.263], [-0.780, 1.678, 1.442]]}

=====

Entry 5:
{"formula": "C2H4N4O", "method": "ωB97M-V/def2-TZVPD", "e_above_lowest_kcal_mol": 39.3, "orbital_gap_ha": 0.3488, "smiles": "Nc1nnc(N)o1", "species": ["N", "C", "N", "N", "C", "N", "O", "H", "H", "H", "H"], "coordinates": [[0.453, -0.334, 2.353], [0.079, -0.338, 0.945], [-0.254, -1.383, 0.335], [-0.570, -0.980, -0.953], [-0.145, 0.240, -1.013], [-0.166, 1.044, -2.168], [0.225, 0.720, 0.104], [-0.013, -1.310, 2.675], [-0.016, 0.379, 2.925], [0.574, 1.629, -2.268], [-0.166, 0.333, -2.935]]}

=====

Entry 6:
{"formula": "C22H13CoI2N3O5S", "method": "ωB97M-V/def2-TZVPD", "e_above_lowest_kcal_mol": 4.8, "orbital_gap_ha": 0.2504, "total_charge": -1, "species": ["Co", "I", "C", "C", "C", "I", "C", "C", "C", "C", "N", "C", "C", "O", "H", "H", "H", "H", "O", "N", "N", "O", "C", "C", "C", "C", "C", "C", "H", "H", "H", "H", "H", "O", "C", "O", "C", "C", "C", "C", "C", "C", "S", "H", "H", "H", "H"], "coordinates": [[0.370, 0.068, -0.028], [1.022, -0.629, 4.996], [-0.426, 0.496, 3.992], [-1.419, 1.167, 4.708], [-2.377, 1.902, 4.055], [-3.851, 2.862, 5.216], [-2.384, 1.999, 2.647], [-3.295, 2.739, 1.861], [-3.184, 2.737, 0.496], [-2.164, 1.985, -0.111], [-1.300, 1.307, 0.596], [-1.374, 1.302, 1.942], [-0.347, 0.535, 2.598], [0.566, -0.043, 1.911], [-1.423, 1.112, 5.787], [-4.075, 3.304, 2.352], [-3.870, 3.304, -0.117], [-2.057, 1.932, -1.188], [1.339, 1.836, -0.142], [1.592, 2.209, -1.329], [0.957, 1.560, -2.218], [0.098, 0.602, -1.933], [1.207, 1.835, -3.592], [1.008, 0.816, -4.511], [1.226, 1.066, -5.855], [1.632, 2.324, -6.278], [1.831, 3.335, -5.347], [1.617, 3.098, -3.999], [0.684, -0.150, -4.150], [1.080, 0.270, -6.573], [1.786, 2.520, -7.332], [2.146, 4.318, -5.672], [1.764, 3.874, -3.261], [-1.636, -3.390, 0.116], [-0.633, -2.735, -0.126], [-0.656, -1.452, -0.241], [0.672, -3.460, -0.384], [0.588, -4.852, -0.450], [1.694, -5.644, -0.690], [2.930, -5.032, -0.867], [3.035, -3.659, -0.806], [1.915, -2.844, -0.570], [2.280, -1.133, -0.541], [-0.390, -5.288, -0.300], [1.597, -6.721, -0.735], [3.815, -5.632, -1.048], [3.996, -3.178, -0.944]]}

=====

Which energy belongs to each record? In order, -2478.2703; -288.9109; -656.0499; -250.3274; -372.8377; -3763.0389 Ha.
Which LUMO energy belongs to each record? In order, -3.22; 0.89; 1.00; 1.17; 0.70; 2.08 eV.